{"formula": "C66H176O22", "method": "the ωB97M-V functional and the def2-TZVPD basis", "lumo_energy_ev": 0.2, "spin_multiplicity": 1, "charge": 0, "e_tot_ha": -4275.435763, "relative_energy_kj_mol": 260.2, "fmax_ev_per_a": 3.26, "species": ["C", "C", "C", "O", "H", "H", "H", "H", "H", "H", "H", "H", "C", "C", "C", "O", "H", "H", "H", "H", "H", "H", "H", "H", "C", "C", "C", "O", "H", "H", "H", "H", "H", "H", "H", "H", "C", "C", "C", "O", "H", "H", "H", "H", "H", "H", "H", "H", "C", "C", "C", "O", "H", "H", "H", "H", "H", "H", "H", "H", "C", "C", "C", "O", "H", "H", "H", "H", "H", "H", "H", "H", "C", "C", "C", "O", "H", "H", "H", "H", "H", "H", "H", "H", "C", "C", "C", "O", "H", "H", "H", "H", "H", "H", "H", "H", "C", "C", "C", "O", "H", "H", "H", "H", "H", "H", "H", "H", "C", "C", "C", "O", "H", "H", "H", "H", "H", "H", "H", "H", "C", "C", "C", "O", "H", "H", "H", "H", "H", "H", "H", "H", "C", "C", "C", "O", "H", "H", "H", "H", "H", "H", "H", "H", "C", "C", "C", "O", "H", "H", "H", "H", "H", "H", "H", "H", "C", "C", "C", "O", "H", "H", "H", "H", "H", "H", "H", "H", "C", "C", "C", "O", "H", "H", "H", "H", "H", "H", "H", "H", "C", "C", "C", "O", "H", "H", "H", "H", "H", "H", "H", "H", "C", "C", "C", "O", "H", "H", "H", "H", "H", "H", "H", "H", "C", "C", "C", "O", "H", "H", "H", "H", "H", "H", "H", "H", "C", "C", "C", "O", "H", "H", "H", "H", "H", "H", "H", "H", "C", "C", "C", "O", "H", "H", "H", "H", "H", "H", "H", "H", "C", "C", "C", "O", "H", "H", "H", "H", "H", "H", "H", "H", "C", "C", "C", "O", "H", "H", "H", "H", "H", "H", "H", "H"], "coordinates": [[-2.8575, -4.2583, 5.7600], [-2.4421, -4.1534, 4.2937], [-1.9036, -5.4812, 3.6934], [-3.6081, -3.8332, 3.5088], [-1.9438, -4.3856, 6.3406], [-3.4904, -5.1342, 5.9028], [-3.3731, -3.3609, 6.1019], [-1.7381, -3.3288, 4.1817], [-0.9954, -5.8306, 4.1845], [-1.7030, -5.2191, 2.6546], [-2.5983, -6.3182, 3.6238], [-4.0798, -3.0643, 3.8374], [4.0465, 5.8321, -0.2544], [3.0321, 5.6072, -1.3794], [1.7697, 4.8185, -0.9086], [2.5348, 6.8144, -1.8620], [3.5370, 6.4929, 0.4468], [4.9475, 6.3800, -0.5303], [4.3244, 4.9204, 0.2743], [3.5521, 5.0972, -2.1903], [1.2414, 5.3541, -0.1198], [2.1506, 3.8785, -0.5094], [1.0476, 4.6502, -1.7075], [2.0262, 7.1222, -1.1082], [2.3321, 6.8658, 3.6026], [0.8305, 6.3412, 3.7406], [0.1871, 6.7535, 5.0891], [-0.0181, 6.7417, 2.6977], [2.9567, 6.5097, 4.4218], [2.3229, 7.9556, 3.5817], [2.7237, 6.4862, 2.6589], [0.9060, 5.2580, 3.6451], [-0.8946, 6.6254, 5.1308], [0.2738, 7.8310, 5.2296], [0.5969, 6.3193, 6.0010], [-0.8420, 6.2620, 2.8095], [7.5806, 0.7529, 2.5502], [8.3128, -0.1457, 1.5155], [7.3328, -1.2809, 1.0289], [8.6685, 0.6008, 0.3664], [7.3651, 0.2263, 3.4799], [6.6409, 1.0799, 2.1049], [8.1671, 1.6056, 2.8925], [9.2380, -0.5870, 1.8862], [7.6358, -1.7793, 0.1081], [6.3834, -0.8585, 0.6995], [7.2110, -1.9947, 1.8436], [9.1489, -0.0162, -0.1905], [-5.4481, -4.0419, -0.9677], [-6.0760, -4.1253, -2.3430], [-5.2094, -4.7322, -3.4209], [-7.2227, -4.9755, -2.2987], [-6.2060, -4.0377, -0.1843], [-4.7931, -3.1746, -0.8850], [-4.9748, -5.0159, -0.8437], [-6.3181, -3.0830, -2.5510], [-4.8829, -5.7541, -3.2283], [-4.3730, -4.0583, -3.6065], [-5.7398, -4.8098, -4.3700], [-6.9860, -5.8546, -1.9941], [-1.8860, 8.3309, -4.5820], [-1.2319, 7.0463, -5.1296], [-0.4341, 6.2273, -4.1090], [-2.2853, 6.2234, -5.5900], [-2.5716, 8.1154, -3.7626], [-2.3651, 8.9015, -5.3776], [-1.1308, 9.0014, -4.1717], [-0.6056, 7.3061, -5.9830], [0.3724, 6.7607, -3.6059], [0.0048, 5.3618, -4.6053], [-1.0788, 5.7758, -3.3549], [-1.9499, 5.4275, -6.0090], [-4.2824, -0.0578, 4.3830], [-4.9872, -1.0022, 5.4004], [-6.1096, -0.3691, 6.1810], [-5.5810, -2.0302, 4.6287], [-5.0543, 0.5037, 3.8568], [-3.6478, -0.7187, 3.7925], [-3.6102, 0.6670, 4.8424], [-4.1941, -1.3554, 6.0595], [-6.4121, -0.9696, 7.0389], [-7.0127, -0.1545, 5.6097], [-5.7994, 0.6246, 6.5041], [-6.4732, -1.7530, 4.4082], [-1.8677, -4.4666, 0.0608], [-1.2169, -5.6862, -0.5437], [-1.8711, -6.1545, -1.8593], [0.1251, -5.4099, -0.8932], [-2.0396, -3.6353, -0.6229], [-1.2931, -3.9248, 0.8121], [-2.8338, -4.6964, 0.5101], [-1.1721, -6.5259, 0.1498], [-1.3289, -6.9715, -2.3355], [-1.8429, -5.3120, -2.5503], [-2.9379, -6.3511, -1.7532], [0.2028, -5.0270, -1.7701], [5.4026, -0.2520, -2.0319], [5.8429, 1.2269, -1.8206], [4.8278, 2.2223, -2.4488], [5.9884, 1.4888, -0.4324], [6.0547, -1.0188, -1.6137], [5.3054, -0.4169, -3.1050], [4.4221, -0.4828, -1.6156], [6.8250, 1.3336, -2.2813], [4.6793, 1.9820, -3.5016], [5.2400, 3.2279, -2.5330], [3.8398, 2.1936, -1.9895], [6.8743, 1.1654, -0.2533], [-1.3546, -2.3349, -5.8069], [-1.4296, -1.3071, -4.6932], [-2.7995, -1.0847, -4.0683], [-0.5405, -1.7963, -3.7026], [-0.3096, -2.3253, -6.1170], [-1.9684, -2.0393, -6.6578], [-1.6307, -3.3631, -5.5733], [-0.9807, -0.3735, -5.0322], [-3.1114, -2.0012, -3.5674], [-3.4964, -0.8909, -4.8837], [-2.9238, -0.1771, -3.4776], [-0.5958, -1.1084, -3.0352], [4.9661, -3.9317, -0.1567], [5.6551, -5.2344, -0.5836], [7.1091, -5.0576, -0.8204], [5.4872, -6.1348, 0.5072], [5.2099, -3.1274, -0.8507], [5.2922, -3.6336, 0.8398], [3.9036, -4.1750, -0.1632], [5.1206, -5.6932, -1.4154], [7.2622, -4.1765, -1.4435], [7.6027, -5.8711, -1.3521], [7.5250, -4.9152, 0.1770], [4.5475, -6.2533, 0.6638], [-5.1495, 3.0338, -4.3470], [-4.3196, 2.5090, -3.2129], [-2.8842, 3.0553, -3.2521], [-4.8795, 2.8766, -1.9625], [-6.1665, 2.9226, -3.9712], [-5.0769, 2.5766, -5.3339], [-4.9869, 4.1096, -4.4134], [-4.3649, 1.4258, -3.3252], [-2.8651, 4.1405, -3.3527], [-2.4448, 2.7375, -4.1976], [-2.2136, 2.8070, -2.4294], [-4.8924, 3.8354, -1.9159], [1.3475, -7.8615, 1.9293], [2.3969, -7.7199, 0.7908], [2.0335, -8.4720, -0.5270], [2.5443, -6.3756, 0.5474], [0.3502, -7.4702, 1.7286], [1.7730, -7.3402, 2.7868], [1.2871, -8.9151, 2.2020], [3.3353, -8.0664, 1.2237], [2.8196, -8.2748, -1.2559], [1.1217, -8.1172, -1.0075], [1.9874, -9.5469, -0.3526], [1.7490, -6.0328, 0.1333], [-5.5273, -0.2913, -0.4651], [-4.1831, -0.0317, 0.3206], [-3.4160, -1.2898, 0.6839], [-3.4282, 0.8221, -0.4767], [-6.2296, -0.8222, 0.1775], [-5.4643, -0.9688, -1.3166], [-5.9713, 0.6628, -0.7493], [-4.5153, 0.4144, 1.2580], [-2.9362, -1.7813, -0.1624], [-4.0492, -1.9957, 1.2214], [-2.6496, -0.9158, 1.3629], [-4.0084, 1.4844, -0.8591], [-3.2183, 6.4412, -1.1932], [-4.7539, 6.5781, -1.1525], [-5.2879, 7.9402, -1.5175], [-5.2505, 5.6038, -2.0621], [-2.9281, 6.6307, -2.2266], [-2.9011, 5.4060, -1.0669], [-2.6273, 7.1220, -0.5805], [-5.0689, 6.3796, -0.1281], [-6.3647, 8.1032, -1.5626], [-5.0640, 8.1731, -2.5585], [-4.8145, 8.6975, -0.8925], [-5.1822, 5.9880, -2.9392], [2.6054, -3.1996, -3.4041], [1.7444, -4.3850, -3.8401], [2.3242, -5.6927, -3.3484], [0.4483, -4.2469, -3.3680], [2.2047, -2.3628, -3.9762], [3.6449, -3.2411, -3.7294], [2.6011, -3.0548, -2.3238], [1.8049, -4.5290, -4.9188], [1.6183, -6.4796, -3.6142], [2.5567, -5.5879, -2.2886], [3.2708, -5.8379, -3.8690], [0.1065, -3.4011, -3.6672], [0.5275, 2.1815, -4.1201], [1.3220, 1.7117, -5.3468], [2.0912, 0.3801, -5.1351], [0.3600, 1.5789, -6.3697], [0.1406, 3.1997, -4.1602], [1.2259, 2.2211, -3.2841], [-0.2887, 1.5344, -3.7989], [2.0382, 2.4635, -5.6782], [2.7387, 0.1515, -5.9816], [1.4782, -0.4781, -4.8594], [2.7163, 0.5832, -4.2655], [0.8263, 1.3282, -7.1705], [-0.0619, -0.0608, 4.7766], [0.0199, -0.9528, 5.9903], [-1.1559, -0.8578, 6.9951], [0.1526, -2.3033, 5.6910], [0.7038, -0.3819, 4.0704], [0.0702, 0.9810, 5.0686], [-1.0005, -0.1583, 4.2311], [0.9042, -0.6569, 6.5547], [-2.0750, -1.2356, 6.5471], [-1.3373, 0.1641, 7.3281], [-0.9477, -1.4403, 7.8926], [0.4672, -2.7750, 6.4656], [-2.8914, 3.8843, 1.2801], [-2.7146, 4.0395, 2.7436], [-1.4935, 3.3164, 3.3341], [-2.5813, 5.3672, 3.0526], [-1.9758, 4.1621, 0.7581], [-3.6985, 4.5200, 0.9159], [-3.2182, 2.9047, 0.9312], [-3.6243, 3.7576, 3.2736], [-0.5726, 3.7938, 2.9993], [-1.5329, 2.2498, 3.1133], [-1.4631, 3.3759, 4.4221], [-3.4462, 5.7468, 2.8810], [1.4023, -4.4808, 3.2051], [2.4419, -3.3516, 2.9616], [2.0075, -2.3264, 1.8874], [2.7072, -2.7008, 4.1952], [1.7497, -5.1598, 3.9838], [1.2577, -5.0982, 2.3185], [0.4336, -4.1092, 3.5392], [3.4054, -3.8148, 2.7490], [1.7118, -2.7680, 0.9357], [2.8158, -1.6345, 1.6510], [1.1352, -1.8104, 2.2886], [1.8722, -2.3489, 4.5124], [1.5105, -0.1412, -0.9176], [0.0947, 0.1212, -0.4180], [-0.1037, 1.5997, -0.0755], [-0.8775, -0.1387, -1.4030], [2.1947, 0.4172, -0.2787], [1.6705, 0.2138, -1.9357], [1.7002, -1.2130, -0.9757], [-0.1610, -0.5178, 0.4272], [0.5583, 1.8544, 0.7521], [-1.0974, 1.8230, 0.3127], [0.0293, 2.2125, -0.9671], [-1.7749, 0.0791, -1.1404], [3.8254, 0.8505, 2.6561], [3.5600, 2.1999, 1.9580], [2.6994, 3.0670, 2.8638], [4.7477, 2.8501, 1.6640], [4.5287, 1.0985, 3.4511], [4.3995, 0.1489, 2.0509], [2.9228, 0.3534, 3.0117], [3.0491, 2.0869, 1.0018], [2.4718, 3.9997, 2.3476], [3.2255, 3.3557, 3.7738], [1.7382, 2.5977, 3.0733], [5.1052, 2.3622, 0.9185]], "atomic_forces_ev_per_a": [[0.7, -0.3, -0.3], [-1.5, -0.6, 0.0], [0.1, 1.1, -0.3], [0.4, -0.5, -0.6], [0.0, 0.0, 0.3], [-0.1, 0.1, 0.0], [0.0, 0.0, 0.0], [0.4, -0.2, 0.0], [0.0, 0.1, 0.0], [0.4, -0.2, 0.0], [-0.4, 0.3, 0.5], [-0.1, 0.1, 0.4], [-0.6, 0.2, 0.3], [-0.4, -1.1, 0.5], [1.5, -0.4, 0.0], [0.1, 1.2, -0.5], [0.0, 0.0, 0.4], [0.0, -0.2, -0.5], [0.0, -0.1, -0.1], [-0.3, -0.1, -0.3], [0.1, 0.1, 0.2], [-0.5, -0.3, 0.1], [0.2, -0.1, -0.2], [-0.2, 0.7, -0.1], [-2.1, -0.2, -0.4], [1.0, -0.2, 1.3], [0.1, 0.6, 0.0], [0.7, 0.9, -0.8], [-0.2, 0.0, 0.0], [0.1, 0.0, 0.0], [0.1, 0.1, 0.0], [0.1, -0.3, 0.5], [-0.1, -0.6, -0.3], [0.3, 0.2, -0.2], [0.3, -0.3, -0.2], [-0.5, -0.1, 0.0], [0.7, -0.4, -0.5], [-1.5, -1.0, 0.1], [0.5, 0.7, 0.5], [0.0, 0.9, -0.4], [-0.1, -0.4, -0.2], [0.1, 0.2, 0.2], [0.1, 0.1, -0.5], [-0.1, -0.1, 0.5], [0.7, -0.3, 0.2], [-0.2, 0.2, 0.6], [-0.3, -0.2, -0.2], [0.1, 0.1, -0.3], [0.0, -1.0, -0.1], [-0.1, -1.0, 0.3], [0.6, 0.9, -0.7], [-1.2, 0.9, 0.1], [-0.2, 0.5, -0.1], [0.3, -0.4, 0.2], [0.8, 0.2, 0.4], [-0.9, -0.2, -0.7], [0.2, 0.1, 0.5], [0.5, -0.3, 0.0], [-0.3, 0.3, 0.1], [0.3, 0.0, 0.1], [0.8, -0.2, 0.0], [-0.1, 0.0, 0.7], [0.2, 0.1, 0.0], [-1.0, 0.0, -0.3], [-0.2, -0.1, -0.2], [-0.3, -0.3, 0.0], [0.2, -0.1, 0.0], [0.3, 0.2, 0.0], [0.0, 0.1, -0.1], [0.2, 0.1, -0.2], [-0.3, 0.3, 0.1], [0.2, 0.0, 0.0], [-0.2, -0.3, 1.1], [-0.3, 1.4, -1.1], [0.3, 1.0, 0.8], [0.6, -1.1, 0.0], [0.2, -0.2, -0.5], [-0.3, 0.3, -0.6], [-0.1, 0.1, 0.3], [-0.4, -0.6, 0.1], [0.1, 0.0, 0.0], [0.0, -0.3, -0.5], [0.1, 0.0, 0.5], [0.0, -0.1, -0.1], [-0.6, 0.7, 0.4], [0.2, -0.1, -1.4], [-0.6, 0.8, 0.3], [1.2, -0.3, 1.3], [-0.1, -0.4, -0.8], [0.4, -0.7, 0.4], [-0.1, -0.1, 0.1], [-0.1, 0.1, 0.3], [-0.1, -0.1, 0.3], [0.2, 0.1, -0.1], [0.0, -0.5, 0.1], [-0.2, 0.4, -0.6], [-0.4, 0.5, -0.4], [-1.3, -0.7, -0.3], [0.9, -0.5, -0.5], [-0.2, 0.2, -0.3], [0.4, 0.3, 0.0], [0.1, -0.2, -0.1], [-0.2, 0.4, 0.2], [0.0, 0.3, -0.3], [-0.1, -0.4, -0.1], [-0.1, 0.1, 0.7], [0.1, 0.1, 0.3], [0.6, 0.0, 0.7], [-0.1, 0.5, -0.6], [0.0, -0.5, 0.2], [-0.4, 0.1, -1.2], [0.2, 0.1, 0.1], [0.0, -0.2, -0.3], [0.0, 0.1, -0.1], [-0.1, 0.1, 0.5], [-0.4, 0.2, -0.5], [-0.1, 0.2, 0.3], [-0.3, -0.3, -0.2], [0.6, -0.3, 0.6], [0.4, 0.0, 1.3], [0.2, -0.4, -0.7], [-1.3, -0.1, 0.9], [0.5, 0.2, -0.3], [0.8, -0.6, 0.3], [-0.3, 0.1, -0.1], [0.0, -0.1, 0.0], [-0.2, 0.5, 0.2], [0.1, 0.3, -0.5], [0.1, 0.2, 0.1], [-0.1, -0.3, 0.3], [0.5, 0.1, -0.2], [-0.4, 0.1, -0.1], [-1.0, 0.9, 0.4], [1.4, 0.3, 0.0], [0.0, -0.2, -1.1], [-0.3, -1.3, 0.3], [-0.3, -0.1, -0.4], [0.4, -0.1, 0.2], [0.0, 0.1, -0.4], [0.3, -0.2, 0.6], [-0.4, 0.2, 0.2], [0.4, -0.3, 0.0], [-0.3, -0.4, 0.1], [-0.1, 0.7, 0.0], [1.0, -0.8, -0.1], [-2.1, -1.2, 0.1], [0.8, 0.2, 0.7], [1.2, 1.7, -0.3], [0.1, 0.0, -0.3], [-0.2, 0.1, 0.1], [-0.3, -0.1, 0.1], [0.2, -0.2, -0.3], [0.2, -0.1, 0.0], [-0.2, 0.1, 0.4], [-0.1, 0.0, -0.1], [-0.6, 0.3, -0.4], [0.3, -0.6, 1.0], [-2.7, -1.4, -1.2], [0.1, 0.8, 0.1], [1.4, 0.1, 0.1], [-0.2, 0.2, 0.3], [0.6, 0.3, -0.3], [0.0, 0.0, -0.1], [0.2, 0.5, 0.2], [-0.1, 0.1, -0.1], [0.1, 0.0, 0.0], [0.4, -0.5, 0.1], [-0.2, 0.6, -0.3], [-0.1, 0.4, -1.0], [0.8, 0.1, 0.3], [0.3, 0.8, -0.7], [-0.6, -0.3, 0.5], [0.1, 0.3, -0.2], [-0.2, 0.0, 0.5], [-0.2, -0.1, 0.3], [-0.4, -0.6, -0.1], [-0.2, -0.6, 0.9], [0.7, 0.1, -0.2], [-0.1, 0.1, 0.0], [0.0, 0.0, -0.3], [-0.1, 0.2, -1.0], [2.0, -0.7, 0.1], [0.1, 0.5, 0.1], [-0.4, -0.7, 0.0], [-0.1, 0.5, 0.6], [0.1, -0.5, 0.0], [-0.3, 0.1, 0.0], [-0.5, 0.7, -0.5], [0.2, -0.3, 0.4], [-0.3, -0.6, 0.2], [0.0, -0.2, 0.0], [-0.5, 0.7, 0.2], [1.1, 0.1, 0.6], [-0.7, -0.8, 0.3], [-0.1, 1.1, 0.8], [-0.5, -0.1, -0.7], [-0.1, 0.0, -0.6], [0.1, -0.1, 0.3], [0.1, -0.3, -0.4], [0.2, 0.3, 0.4], [-0.1, -0.1, -0.1], [-0.3, 0.2, -0.2], [0.4, -0.3, 0.0], [-0.1, -0.1, -0.2], [-0.2, -0.6, -0.3], [-0.7, 0.8, 2.3], [0.1, 0.7, -0.4], [0.3, -1.2, -1.5], [0.3, 0.3, 0.0], [0.1, -0.1, -0.1], [-0.3, 0.0, 0.1], [0.3, 0.3, 0.0], [0.0, -0.1, -0.1], [0.0, 0.1, -0.1], [0.1, -0.1, -0.1], [0.0, 0.0, 0.1], [-0.3, -0.4, -1.3], [0.1, -1.9, 1.0], [-0.6, 0.0, 0.1], [0.4, 2.6, 0.5], [0.0, 0.0, -0.1], [0.0, 0.4, 0.1], [0.4, -0.3, 0.3], [-0.1, -0.9, 0.0], [0.0, -0.2, -0.4], [0.2, 0.0, -0.4], [-0.3, 0.2, 0.1], [0.1, 0.6, 0.0], [0.4, 0.3, -0.4], [-0.5, -0.6, 0.1], [0.3, -0.7, 0.3], [0.2, 0.4, 0.0], [0.2, 0.1, 0.1], [0.0, 0.2, -0.1], [0.0, 0.3, -0.1], [-0.1, 0.0, -0.5], [-0.1, -0.4, 0.1], [-0.1, 0.1, 0.3], [0.0, 0.3, -0.1], [-0.3, 0.0, 0.3], [-0.6, -0.2, -0.3], [-0.9, 1.4, 0.1], [0.2, -0.3, 1.0], [0.5, -1.2, -2.0], [0.2, -0.5, 0.1], [-0.3, 0.3, -0.1], [0.3, 0.0, 0.4], [0.4, 0.0, 0.4], [0.4, 0.5, -0.2], [-0.2, -0.3, -0.2], [0.4, 0.1, 0.1], [-0.3, 0.4, 0.5], [0.5, 0.5, -0.4], [-1.0, -0.8, 0.7], [0.0, 0.6, -0.6], [0.7, 0.7, 0.3], [-0.3, -0.1, 0.5], [-0.2, 0.0, -0.4], [0.1, 0.1, 0.1], [-0.5, -0.4, -0.1], [0.0, 0.1, -0.1], [0.0, -0.3, 0.2], [0.1, -0.2, 0.2], [0.7, 0.0, -0.5]]}